Below is a gas-phase ion, C32H28F5N6O3 (charge +1), with properties calculated with wB97M-V/def2-TZVPD.

Geometry as ORCA input:
```
! wB97M-V def2-TZVPD RIJCOSX def2/J DEFGRID3
* xyz 1 1
C 5.3998 -3.5598 -4.8908
C 5.5522 -2.4159 -3.9180
O 5.0282 -2.4832 -2.8005
N 6.3077 -1.3265 -4.3522
C 7.1802 -1.4474 -5.5169
C 8.5112 -0.8180 -5.2530
N 8.3072 0.5396 -4.8108
C 9.5731 1.2325 -4.7219
C 9.3420 2.7256 -4.5902
N 8.3552 3.0095 -3.5346
C 8.6429 3.9965 -2.5741
C 9.5472 5.1126 -2.9853
O 8.2024 3.9999 -1.4245
C 7.3154 2.0845 -3.2717
C 6.3244 2.2886 -2.3299
N 5.3226 1.4017 -2.0380
C 4.4258 1.3855 -0.7463
C 3.6947 0.1590 -0.4595
C 4.3232 -0.8431 0.3581
O 5.5668 -1.0549 0.4364
C 3.3996 -1.7362 1.1528
N 3.3913 -3.0925 1.1618
C 4.2376 -3.9729 0.3588
C 2.4916 -3.5446 2.1325
C 1.9343 -2.4644 2.7224
N 2.4997 -1.3456 2.0976
C 2.1569 -0.0067 2.4462
C 0.8087 0.3344 2.4946
F -0.1172 -0.6196 2.1912
C 0.4198 1.6429 2.7602
F -0.8967 1.9425 2.8545
C 1.3981 2.6345 2.8922
F 1.0019 3.9249 2.9588
C 2.7572 2.3091 2.7872
F 3.6843 3.2968 2.7483
C 3.1262 0.9761 2.6343
F 4.4515 0.6486 2.6992
C 3.5055 2.6591 -0.8746
C 4.1211 3.8462 -1.1812
C 3.5293 5.1133 -1.1793
C 2.1949 5.2221 -0.8073
C 1.5038 4.0326 -0.5551
C 2.1205 2.7430 -0.6669
C 5.3507 0.2259 -2.7031
C 6.2874 -0.0958 -3.6669
C 7.2708 0.8597 -3.9720
H 4.8987 -3.2536 -5.8167
H 6.3540 -4.0290 -5.1407
H 4.7896 -4.3547 -4.4521
H 7.3217 -2.4961 -5.7554
H 6.7494 -0.9100 -6.3713
H 9.1251 -1.3682 -4.5134
H 9.1328 -0.7441 -6.1563
H 10.1659 0.8444 -3.8697
H 10.1462 0.9563 -5.6200
H 10.2844 3.2303 -4.3316
H 8.9577 3.0962 -5.5600
H 9.4113 5.4482 -4.0062
H 9.3644 5.9565 -2.3276
H 10.5900 4.8461 -2.8284
H 6.3986 3.1966 -1.7548
H 5.1450 1.4775 0.1487
H 2.7899 -0.1117 -1.0842
H 5.0989 -3.4272 -0.0682
H 4.5439 -4.7845 1.0407
H 3.6191 -4.3881 -0.4493
H 2.3425 -4.5847 2.3559
H 1.2420 -2.4375 3.5665
H 5.1218 3.8539 -1.5452
H 4.1189 5.9747 -1.4907
H 1.7035 6.2161 -0.7532
H 0.4389 4.1011 -0.3037
H 1.5016 1.8446 -0.6792
H 4.6728 -0.5200 -2.3447
*
```

Output
LUMO level in eV: -2.2120
Orbital gap in eV: 7.55

***

Below is a molecular structure, C32H28FeN9O5S2, with properties calculated with wB97M-V/def2-TZVPD.

Geometry as ORCA input:
```
! wB97M-V def2-TZVPD RIJCOSX def2/J DEFGRID3
* xyz 1 5
Fe -0.2941 0.0607 0.4663
N -0.3011 2.9420 -2.6339
C 0.8949 3.6560 -2.8258
C 0.9355 4.7107 -3.7245
C 2.1121 5.4193 -3.9216
C 3.2532 5.0875 -3.2125
C 3.2135 4.0391 -2.3026
C 2.0441 3.3249 -2.1175
S 2.0398 1.9555 -0.9900
N 0.4112 1.5727 -0.8711
C -0.5106 2.0142 -1.6566
C -1.8521 1.4587 -1.4697
C -2.9632 1.8460 -2.2156
C -4.1829 1.2331 -2.0076
C -4.2753 0.2420 -1.0425
C -3.1366 -0.0783 -0.3257
N -1.9567 0.5026 -0.5229
H -1.0726 3.2019 -3.2201
H 0.0400 4.9755 -4.2762
H 2.1298 6.2351 -4.6312
H 4.1711 5.6381 -3.3629
H 4.0939 3.7602 -1.7360
H -2.8851 2.6270 -2.9593
H -5.0493 1.5181 -2.5888
H -5.2023 -0.2781 -0.8502
H -3.1597 -0.8464 0.4353
C -0.4211 0.5766 4.6318
C -0.9876 -0.6127 3.9385
N -0.9267 -0.8718 2.6458
C -1.5264 -2.0900 2.4654
C -1.9566 -2.5778 3.6690
N -1.6129 -1.6220 4.5843
C -2.6942 -3.7918 4.0985
O -2.9595 -4.6655 3.1611
O -3.0059 -3.9157 5.2606
C -1.5469 -2.6976 1.1057
O -2.1032 -3.7964 0.9414
O -0.9911 -1.9984 0.2120
H -0.4628 1.4396 3.9721
H 0.6242 0.3890 4.8857
H -0.9655 0.7894 5.5514
H -1.8004 -1.7230 5.5711
H -2.5777 -4.3932 2.2664
N 2.7744 -2.7223 -1.1626
C 2.4449 -3.4302 -2.2950
C 3.2896 -4.4496 -2.7441
C 2.9373 -5.2075 -3.8390
C 1.7372 -4.9743 -4.5141
C 0.9082 -3.9534 -4.1036
C 1.2614 -3.1693 -3.0068
S 0.2553 -1.8212 -2.5420
N 0.9554 -1.1943 -1.2383
C 2.0237 -1.7203 -0.6039
C 2.3965 -1.1446 0.6400
C 3.6229 -1.4093 1.2965
C 3.9993 -0.6566 2.3756
C 3.1551 0.3736 2.8222
C 1.9395 0.5302 2.1963
N 1.5306 -0.2169 1.1661
H 3.6015 -3.0274 -0.6779
H 4.2192 -4.6388 -2.2208
H 3.6003 -5.9943 -4.1721
H 1.4554 -5.5892 -5.3572
H -0.0203 -3.7477 -4.6216
H 4.2871 -2.1895 0.9492
H 4.9420 -0.8459 2.8707
H 3.4404 1.0164 3.6418
H 1.2340 1.2842 2.5222
C -3.2286 1.9479 2.7409
C -2.1619 2.5175 1.8427
N -2.4890 3.6410 1.1731
O -1.0611 1.9927 1.7058
H -3.9462 2.7028 3.0560
H -2.7616 1.4934 3.6105
H -3.7574 1.1603 2.2012
H -3.3659 4.1095 1.3114
H -1.8021 4.0760 0.5794
*
```

Output
LUMO level (alpha / beta) in eV: -3.2755 / -4.2847
Orbital gap (alpha / beta) in eV: 4.92 / 5.95
Energy above the lowest of the compared OMol25 structures with the same formula, charge and spin in eV: 0.000

***

Below is a molecular structure, C32H28N2O2P2PdS2SbSe4, with properties calculated with wB97M-V/def2-TZVPD.

Geometry as ORCA input:
```
! wB97M-V def2-TZVPD RIJCOSX def2/J DEFGRID3
* xyz -1 5
Pd 0.8163 2.3837 -0.7306
S 3.2691 1.4466 -0.4145
P 2.1790 -0.2229 -0.2121
C 0.4890 0.2415 -0.4627
P -0.9712 -0.7688 -0.5282
S -2.6692 0.1661 -0.8224
C -0.9967 -1.5959 1.1064
C -1.4325 -0.8216 2.1818
C -1.4393 -1.3371 3.4635
C -1.0105 -2.6376 3.6958
C -0.5863 -3.4193 2.6340
C -0.5829 -2.9003 1.3462
C -0.7451 -2.0706 -1.7827
C -1.6344 -3.1442 -1.7929
C -1.5695 -4.0973 -2.7913
C -0.6319 -3.9729 -3.8116
C 0.2322 -2.8938 -3.8223
C 0.1774 -1.9463 -2.8107
C 2.7663 -1.5407 -1.3269
C 3.5848 -1.1970 -2.3962
C 3.9961 -2.1675 -3.2975
C 3.5956 -3.4828 -3.1342
C 2.7768 -3.8325 -2.0662
C 2.3609 -2.8626 -1.1747
C 2.4351 -0.8825 1.4773
C 3.2961 -1.9364 1.7643
C 3.5393 -2.3091 3.0759
C 2.9306 -1.6245 4.1181
C 2.0844 -0.5620 3.8387
C 1.8423 -0.1901 2.5304
H -1.7809 0.1917 1.9990
H -1.7751 -0.7207 4.2850
H -1.0084 -3.0393 4.7006
H -0.2584 -4.4365 2.8028
H -0.2681 -3.5292 0.5259
H -2.3965 -3.2210 -1.0280
H -2.2604 -4.9276 -2.7838
H -0.5874 -4.7128 -4.5978
H 0.9585 -2.7802 -4.6151
H 0.8702 -1.1101 -2.8194
H 3.8704 -0.1568 -2.5193
H 4.6253 -1.8910 -4.1311
H 3.9156 -4.2371 -3.8395
H 2.4519 -4.8558 -1.9383
H 1.7231 -3.1394 -0.3473
H 3.8032 -2.4666 0.9711
H 4.2091 -3.1309 3.2827
H 3.1204 -1.9131 5.1421
H 1.6144 -0.0166 4.6418
H 1.1938 0.6667 2.3149
Se 1.0240 3.4674 1.7259
Sb 1.6214 4.8221 -0.2880
Se 1.6245 3.8154 -2.8702
Se 1.1192 1.5959 -3.3738
Se -0.0168 6.6308 -0.5196
O -1.8658 4.3144 3.1488
C -2.5303 5.3081 2.3864
N -3.8831 4.9152 2.0901
C -4.3566 4.2157 1.0173
O -5.5416 3.9607 0.9371
C -3.4379 3.8652 -0.1119
C -3.9631 3.9424 -1.3997
C -3.1515 3.6347 -2.4736
C -1.8430 3.2502 -2.2355
N -1.3443 3.1500 -1.0023
C -2.1350 3.4232 0.0335
H -0.9337 4.3088 2.8818
H -1.9939 5.5071 1.4492
H -2.5716 6.2476 2.9534
H -4.5872 5.0377 2.8074
H -4.9922 4.2426 -1.5265
H -3.5155 3.6847 -3.4888
H -1.1621 2.9988 -3.0544
H -1.6868 3.2657 1.0127
*
```

Output
LUMO level (alpha / beta) in eV: 2.3183 / 0.1688
Orbital gap (alpha / beta) in eV: 6.52 / 4.63
Energy above the lowest of the compared OMol25 structures with the same formula, charge and spin in eV: 0.656

***

Below is a molecular structure, C32H28N7P2PtSe2, with properties calculated with wB97M-V/def2-TZVPD.

Geometry as ORCA input:
```
! wB97M-V def2-TZVPD RIJCOSX def2/J DEFGRID3
* xyz 3 5
Pt 0.0372 0.2821 0.5693
Se -3.0596 5.6790 -2.6152
P -0.9000 5.2171 -2.7085
C -0.3364 4.9274 -4.3788
C 0.9759 5.2422 -4.7404
C 1.4112 5.0045 -6.0325
C 0.5444 4.4497 -6.9643
C -0.7565 4.1207 -6.6068
C -1.2033 4.3627 -5.3189
C 0.1044 6.4516 -1.9245
C 0.4237 7.6092 -2.6425
C 1.0783 8.6486 -2.0063
C 1.4095 8.5393 -0.6610
C 1.0872 7.3942 0.0552
C 0.4276 6.3505 -0.5695
C -0.8690 3.6906 -1.7498
C 0.0730 2.7250 -1.4033
N -0.6075 1.8271 -0.6615
N -1.8722 2.1875 -0.5892
N -2.0484 3.2955 -1.2406
P 1.7800 2.4437 -1.7567
Se 2.2198 0.5706 -0.5147
C 2.8559 3.7332 -1.2187
C 3.5151 4.5305 -2.1579
C 4.2986 5.5857 -1.7187
C 4.4308 5.8333 -0.3610
C 3.7737 5.0415 0.5757
C 2.9802 3.9942 0.1511
C 2.0475 1.8624 -3.3983
C 0.9554 1.4885 -4.1902
C 1.1819 0.9588 -5.4486
C 2.4806 0.7950 -5.9071
C 3.5689 1.1503 -5.1153
C 3.3608 1.6788 -3.8562
H 1.6404 5.7116 -4.0279
H 2.4160 5.2765 -6.3214
H 0.8781 4.2923 -7.9802
H -1.4320 3.7076 -7.3410
H -2.2296 4.1409 -5.0569
H 0.1611 7.7077 -3.6884
H 1.3191 9.5471 -2.5548
H 1.9102 9.3588 -0.1661
H 1.3289 7.3268 1.1052
H 0.1490 5.4741 0.0005
H 3.4205 4.3304 -3.2159
H 4.8125 6.2074 -2.4362
H 5.0555 6.6486 -0.0262
H 3.8878 5.2439 1.6298
H 2.4519 3.3967 0.8864
H -0.0572 1.6198 -3.8333
H 0.3475 0.6750 -6.0708
H 2.6520 0.3818 -6.8906
H 4.5746 1.0084 -5.4811
H 4.2093 1.9480 -3.2407
N -0.1257 -4.6716 -1.8319
C -0.7408 -3.5204 -1.5348
C -0.0756 -2.4688 -0.8640
N -0.7316 -1.3497 -0.5877
C -2.0173 -1.2249 -0.9444
C -2.6363 -2.2825 -1.6020
N -2.0241 -3.4045 -1.9040
H 0.8202 -4.8722 -1.5533
H -0.6610 -5.3982 -2.2849
H 0.9500 -2.5480 -0.5324
H -2.5209 -0.2941 -0.7153
H -3.6748 -2.1963 -1.8942
C -0.0151 -1.7345 4.8470
C 0.0062 -1.1047 3.5399
N 0.0262 -0.5953 2.5100
H 0.7872 -2.4712 4.8892
H -0.9810 -2.2215 4.9807
H 0.1304 -0.9710 5.6112
*
```

Output
LUMO level (alpha / beta) in eV: -8.6817 / -11.6641
Orbital gap (alpha / beta) in eV: 7.28 / 4.30

***

Below is a molecular structure, C32H29Br3CoN2O3, with properties calculated with wB97M-V/def2-TZVPD.

Geometry as ORCA input:
```
! wB97M-V def2-TZVPD RIJCOSX def2/J DEFGRID3
* xyz 1 1
Co 0.0205 -0.0881 0.2106
Br 5.0680 0.0177 0.0336
C 3.8790 0.1112 1.4885
C 4.3862 0.2044 2.7940
C 3.5505 0.2830 3.8768
Br 4.2846 0.4092 5.6116
C 2.1454 0.2686 3.6977
C 1.1866 0.3522 4.7303
C -0.1525 0.3318 4.4304
C -0.5608 0.2230 3.0960
N 0.3060 0.1439 2.1064
C 1.6562 0.1659 2.3808
C 2.5141 0.0930 1.2409
O 1.9617 0.0175 0.0685
H 5.4582 0.2143 2.9348
H 1.5235 0.4372 5.7546
H -0.9017 0.3950 5.2050
H -1.6057 0.2067 2.8258
C -1.2863 0.1695 -2.6374
O -0.0428 0.1371 -1.9115
C 0.7825 1.2775 -2.2132
C 0.2822 2.4613 -1.4254
O 0.1965 2.0492 -0.0669
C 0.3628 3.1181 0.8643
H -1.0711 0.2070 -3.7050
H -1.9004 1.0233 -2.3454
H -1.8304 -0.7343 -2.4038
H 0.7651 1.4724 -3.2850
H 1.7843 1.0085 -1.8965
H -0.7071 2.7938 -1.7539
H 0.9738 3.3006 -1.5246
H 1.3281 3.6019 0.7047
H 0.3303 2.7022 1.8656
H -0.4378 3.8517 0.7492
C -6.4014 2.2886 -0.8289
C -6.0518 0.9685 -1.0670
C -4.8205 0.4759 -0.6596
C -3.9097 1.3056 0.0040
C -4.2760 2.6377 0.2244
C -5.5096 3.1257 -0.1789
C -2.5544 0.8921 0.4457
C -1.9336 -0.2979 0.3587
C -2.6190 -1.5979 0.3216
C -3.5303 -1.8919 1.3426
C -4.2749 -3.0601 1.3228
C -4.1388 -3.9568 0.2721
C -3.2209 -3.6978 -0.7335
C -2.4535 -2.5418 -0.6990
H -7.3620 2.6638 -1.1568
H -6.7465 0.3134 -1.5774
H -4.5765 -0.5553 -0.8693
H -3.5808 3.2962 0.7335
H -5.7738 4.1573 0.0155
H -1.9738 1.7375 0.8058
H -3.6632 -1.1784 2.1466
H -4.9751 -3.2652 2.1224
H -4.7444 -4.8526 0.2364
H -3.0964 -4.4021 -1.5467
H -1.7155 -2.3782 -1.4767
Br 1.5197 -6.4656 0.4436
C 1.0300 -4.6571 0.3715
C 0.3564 -4.0725 1.4354
C 0.0126 -2.7430 1.3353
N 0.3060 -2.0031 0.2625
C 0.9722 -2.5660 -0.7532
C 1.3419 -3.8921 -0.7441
H 0.1005 -4.6360 2.3196
H -0.5281 -2.2501 2.1306
H 1.2120 -1.9202 -1.5850
H 1.8766 -4.3123 -1.5825
*
```

Output
LUMO level (alpha / beta) in eV: -3.2933 / -3.3139
Orbital gap (alpha / beta) in eV: 7.00 / 6.99

***

Below is a molecular structure, C32H29Br4N4O3PW, with properties calculated with wB97M-V/def2-TZVPD.

Geometry as ORCA input:
```
! wB97M-V def2-TZVPD RIJCOSX def2/J DEFGRID3
* xyz 2 3
W 1.0111 0.4201 -0.8526
O 1.7075 0.3592 -3.8188
N 0.9286 -0.3757 -2.8752
C 0.2613 -1.3329 -3.4816
C -0.6897 -2.2810 -3.0051
C -1.2812 -3.0774 -4.0585
C -2.1811 -4.0720 -3.7203
C -2.3999 -4.3741 -2.3607
C -1.7949 -3.6489 -1.3386
C -1.0146 -2.5297 -1.6522
P -0.5611 -1.5081 -0.2579
C 0.3346 -2.6277 0.8867
C 1.0860 -3.6952 0.3492
C 1.9568 -4.4402 1.1507
C 2.0098 -4.1833 2.5408
C 1.2129 -3.1621 3.0821
C 0.3815 -2.3597 2.2658
C -1.9204 -0.9328 0.8117
C -2.6974 -1.8477 1.5605
C -3.8642 -1.3955 2.2005
C -4.2268 -0.0385 2.2050
C -3.3501 0.8816 1.6007
C -2.2187 0.4379 0.9006
H 2.4636 0.7790 -3.3366
H 0.3799 -1.3777 -4.5613
H -0.9799 -2.8387 -5.0815
H -2.6999 -4.6494 -4.4680
H -3.0156 -5.2301 -2.0902
H -1.9149 -3.9091 -0.2788
H 1.0263 -3.9225 -0.7159
H 2.5362 -5.2463 0.6986
H 2.6448 -4.7888 3.1786
H 1.2300 -2.9571 4.1558
H -0.2163 -1.5698 2.6938
H -2.4159 -2.9386 1.6233
H -4.4975 -2.1492 2.6837
H -5.1544 0.2485 2.6848
H -3.5293 1.9542 1.6358
H -1.5976 1.1610 0.4031
Br 6.3489 -2.9584 2.0892
C 4.9110 -1.7759 1.7414
C 4.4799 -0.8951 2.7663
Br 5.3058 -0.8849 4.4641
C 3.4197 -0.0216 2.5736
Br 2.7080 1.1630 3.9060
C 2.8015 -0.0116 1.3287
O 1.6787 0.6159 1.0338
C 3.3103 -0.8179 0.2591
O 2.7208 -0.6304 -0.8797
C 4.3167 -1.7624 0.4884
Br 4.7510 -2.9952 -0.8753
C 0.0928 5.5547 1.3759
C 0.8672 4.2786 1.7203
N 0.8298 3.3408 0.6166
C -0.0452 3.3428 -0.4171
N 0.0476 2.3570 -1.3412
C -0.7298 2.4304 -2.6087
C -1.4768 3.8064 -2.7750
C -2.0769 4.2453 -1.4582
N -0.9567 4.3751 -0.4910
C -1.2030 5.2518 0.6657
H 0.7029 6.2609 0.7951
H -0.0707 6.0984 2.3163
H 0.5056 3.7958 2.6365
H 1.9224 4.5314 1.9345
H 1.5190 2.5719 0.6525
H -1.4814 1.6351 -2.6375
H 0.0010 2.3328 -3.4337
H -2.2535 3.7641 -3.5675
H -0.7849 4.5809 -3.1252
H -2.8454 3.5118 -1.1414
H -2.5998 5.2041 -1.5663
H -1.9655 4.7674 1.3167
H -1.7004 6.1558 0.2795
*
```

Output
LUMO level (alpha / beta) in eV: -7.3918 / -6.9280
Orbital gap (alpha / beta) in eV: 5.60 / 6.13
Energy above the lowest of the compared OMol25 structures with the same formula, charge and spin in eV: 0.000